Record 1
Molecular formula: C20H23AsClN2O3PtS
Method: DFT, ωB97M-V with the def2-TZVPD basis set

Its charge is -1. The HOMO-LUMO gap (spin up / spin down) comes out at 3.877 / 3.877 eV. The calculation puts the energy relative to the best compared isomer or geometry (same formula, charge and spin) at 55.7 kcal per mole.

CARTESIAN COORDINATES (ANGSTROEM)
1 Pt -1.3385 0.8286 0.7192
2 C -2.9788 1.9516 0.5325
3 H -3.8687 1.3238 0.6165
4 H -2.9434 2.4520 -0.4360
5 H -2.9932 2.6958 1.3318
6 C -1.7434 -1.4218 -1.7882
7 As -2.7244 -1.8484 -0.1915
8 C -4.5958 -1.7446 -0.6350
9 C -2.4656 -3.6904 0.3107
10 O -2.4896 -0.8531 1.1292
11 H -1.3917 -2.3440 -2.2513
12 H -0.8971 -0.7969 -1.5086
13 H -2.3988 -0.8772 -2.4660
14 H -4.8609 -2.5152 -1.3591
15 H -4.8038 -0.7592 -1.0482
16 H -5.1651 -1.8804 0.2817
17 H -2.0117 -4.2446 -0.5086
18 H -3.4284 -4.1318 0.5640
19 H -1.8010 -3.7019 1.1684
20 O -0.7766 2.9843 -1.7649
21 C -0.1641 3.1844 -0.7399
22 N -0.2150 2.4300 0.4131
23 C 0.5887 2.9728 1.3923
24 O 0.7389 2.5379 2.5134
25 C 1.2312 4.2029 0.8155
26 C 2.1181 5.1032 1.3606
27 C 2.5495 6.1525 0.5492
28 C 2.0976 6.2768 -0.7593
29 C 1.1977 5.3557 -1.2950
30 C 0.7794 4.3286 -0.4808
31 H 2.4736 4.9840 2.3768
32 H 3.2533 6.8798 0.9376
33 H 2.4572 7.0976 -1.3688
34 H 0.8441 5.4300 -2.3161
35 S 2.3731 -1.5303 2.0046
36 C 0.7510 -1.2956 1.4269
37 N 0.2473 -2.2380 0.6816
38 C 1.2004 -3.2202 0.4662
39 C 1.0340 -4.3468 -0.3441
40 C 2.0743 -5.2458 -0.4741
41 C 3.2872 -5.0390 0.1924
42 C 3.4731 -3.9262 0.9917
43 C 2.4242 -3.0215 1.1274
44 H 0.2266 -0.4237 1.8070
45 H 0.1086 -4.4868 -0.8865
46 H 1.9575 -6.1143 -1.1104
47 H 4.0932 -5.7518 0.0702
48 H 4.4188 -3.7526 1.4901
49 Cl 3.0167 1.5749 -0.3728
50 C 1.9930 0.2920 -1.0895
51 H 1.8740 -0.5355 -0.4090
52 H 1.1735 0.6987 -1.6671

Record 2
Molecular formula: C3H7N3O4Si
Method: DFT, ωB97M-V with the def2-TZVPD basis set

The HOMO-LUMO gap comes out at 8.768 eV. The calculation puts the energy relative to the best compared isomer or geometry (same formula, charge and spin) at 0.0 kcal per mole.

CARTESIAN COORDINATES (ANGSTROEM)
1 C -0.6502 0.5253 -2.6170
2 C 1.5015 -2.1521 2.0215
3 C 0.1229 1.2467 1.4140
4 N -1.2975 1.2148 -1.7989
5 N 2.2050 -1.3929 2.7580
6 N 0.0789 -0.0172 1.2492
7 O -2.6411 1.3189 -1.9948
8 O 2.5776 -0.2887 1.9226
9 O -1.1061 -0.4798 0.5811
10 O 1.8536 -0.8637 -1.0041
11 Si 1.6404 -0.9261 0.5684
12 H 0.3957 0.2341 -2.4923
13 H -1.0777 -0.0727 -3.4575
14 H 0.8300 -2.9841 2.3815
15 H -2.9462 0.7692 -2.8704
16 H 0.8772 1.7600 1.9659
17 H -0.7452 1.8382 1.1582
18 H -1.6188 0.2698 0.2148

Record 3
Molecular formula: C22H25ClOPTb
Method: DFT, ωB97M-V with the def2-TZVPD basis set

Its charge is +2. The HOMO-LUMO gap (spin up / spin down) comes out at 4.674 / 7.223 eV. The expectation value of S² is 12.643. The calculation puts the energy relative to the best compared isomer or geometry (same formula, charge and spin) at 3.2 kcal per mole. The spin multiplicity is 7.

CARTESIAN COORDINATES (ANGSTROEM)
1 Tb 1.4356 0.2600 1.9677
2 Cl 3.6926 -0.5693 2.3421
3 P 0.1925 0.1544 -0.7501
4 C -0.5082 1.6897 -1.5276
5 C -1.7303 1.7318 -2.2292
6 C -2.2106 2.9490 -2.7425
7 C -1.5302 4.1439 -2.4991
8 C -0.3691 4.1231 -1.7194
9 C 0.1283 2.9149 -1.2257
10 C 1.7607 -0.1126 -1.6904
11 C 2.4714 -1.2834 -1.3703
12 C 3.7783 -1.4543 -1.8253
13 C 4.4130 -0.4384 -2.5508
14 C 3.7214 0.7465 -2.8365
15 C 2.3982 0.9081 -2.4134
16 C -0.7801 -1.2024 -1.5646
17 C -1.4085 -2.1624 -0.7438
18 C -2.1739 -3.1790 -1.3128
19 C -2.3537 -3.2491 -2.6944
20 C -1.7368 -2.3088 -3.5154
21 C -0.9415 -1.2983 -2.9565
22 H 2.0154 -2.0470 -0.7336
23 H 4.3233 -2.3653 -1.5767
24 H 5.4493 -0.5550 -2.8771
25 H 4.2111 1.5635 -3.3730
26 H 1.8855 1.8610 -2.5561
27 H -2.3203 0.8134 -2.3295
28 H -3.1348 2.9629 -3.3210
29 H -1.8983 5.0883 -2.9033
30 H 0.1421 5.0533 -1.4817
31 H 1.0172 2.9324 -0.5858
32 H -1.3057 -2.1028 0.3468
33 H -2.6778 -3.8990 -0.6753
34 H -3.0102 -4.0028 -3.1206
35 H -1.8901 -2.3358 -4.5898
36 H -0.4876 -0.5411 -3.6051
37 H -1.9789 1.1555 1.6369
38 H -2.0591 0.4055 1.5208
39 C -1.0849 -0.0791 5.7147
40 C -0.8700 -1.5053 5.1674
41 C 0.3627 -1.3751 4.2620
42 O 0.2511 0.0571 3.7634
43 C -0.5927 0.9155 4.6565
44 H -2.1007 0.1182 6.0631
45 H -0.4258 0.1032 6.5729
46 H -1.7104 -1.8983 4.5663
47 H -0.7023 -2.2190 5.9857
48 H 1.2794 -1.5290 4.8525
49 H 0.3598 -2.0004 3.3478
50 H -1.3673 1.3948 4.0416
51 H 0.0711 1.6675 5.0884